(1)
Density functional theory data (the ωB97M-V functional and the def2-TZVPD basis) for C20H34Cl2N3O4Sr as an isolated structure at a distorted geometry.

Last column: Löwdin charge in e.
Positions of all 64 atoms, in Å:
Sr 0.0975 0.3820 0.8107  1.18
Cl -2.1167 1.3903 2.2911  -0.33
Cl 0.6564 -2.0437 2.5734  -0.09
O 1.0795 2.7420 -0.4358  -0.07
O -0.6378 -0.0345 -1.4385  -0.39
O 2.3034 -0.2568 -0.4263  -0.11
O 2.0191 0.9223 2.2193  -0.20
N 2.3626 0.7410 4.4496  -0.18
N -1.0935 3.3289 -0.8218  -0.18
N 3.5493 -0.2574 -2.3144  -0.18
C -4.7639 0.2039 -0.8654  -0.09
C 0.1005 2.8404 -1.1987  -0.36
C -3.3732 0.0482 -0.8382  -0.06
C 3.7876 0.2494 -3.6513  -0.06
C 3.6773 1.3441 4.2734  -0.04
C -1.2378 4.1292 0.3913  -0.07
C 4.5775 -1.0825 -1.6898  -0.04
C 1.6706 0.5119 3.3494  -0.46
C -5.5649 -0.6613 -1.6097  -0.12
C 2.4511 0.0626 -1.6043  -0.31
C 1.8152 0.5716 5.7849  -0.04
C -1.2587 -1.1961 -1.6427  -0.50
C 0.6006 -2.8347 -1.0018  -0.07
C -0.8033 -2.3821 -0.7401  -0.26
C -1.5970 -2.8754 0.2369  -0.14
C -3.5766 -1.8389 -2.3393  -0.06
C -2.2404 3.2355 -1.7161  -0.05
C -2.7812 -0.9686 -1.6033  -0.18
C -4.9634 -1.6960 -2.3426  -0.11
C -1.2872 -4.0015 1.1682  -0.18
H 0.7541 -0.1151 3.4770  -0.02
H -3.0585 -2.6388 -2.8837  0.12
H -1.9994 -4.8311 1.0465  0.07
H 2.3340 -0.2049 6.3617  0.09
H -2.4217 4.1952 -2.2290  0.08
H -0.2629 -4.3826 1.0868  0.04
H 4.4635 0.6952 4.6770  0.09
H -1.4080 -3.6277 2.1903  0.02
H 2.9376 0.8676 -3.9573  0.09
H 0.8414 -2.7268 -2.0748  0.08
H 4.9162 -1.8441 -2.4047  0.09
H -5.1967 1.0216 -0.2868  0.10
H -6.6472 -0.5439 -1.6143  0.09
H -2.0537 3.7018 0.9941  0.02
H -2.7671 0.6979 -0.1931  0.03
H 1.9006 1.5050 6.3531  0.08
H -2.0414 2.4500 -2.4595  0.09
H 1.3006 -2.2117 -0.4112  0.04
H 3.9102 -0.5712 -4.3691  0.08
H 4.7033 0.8523 -3.6880  0.09
H -2.5760 -2.4281 0.3987  0.11
H -1.4725 5.1758 0.1270  0.09
H 0.1365 2.4947 -2.2412  0.13
H 1.6754 0.6126 -2.1803  0.13
H 3.7152 2.3114 4.7853  0.08
H -3.1374 2.9712 -1.1375  0.09
H 0.7388 -3.8786 -0.6895  0.07
H 0.7593 0.2939 5.7022  0.10
H -1.0278 -1.5420 -2.6721  0.13
H 5.4506 -0.4737 -1.4081  0.09
H -5.5668 -2.3851 -2.9262  0.09
H 4.1485 -1.5528 -0.7994  0.09
H 3.8027 1.4688 3.1931  0.08
H -0.3043 4.0698 0.9650  0.09

Orbital gap: 7.293 eV
HOMO: -4.8 eV
Net charge: -1
F_max: 2.4 eV Å⁻¹
Calculated total energy: -59839.1964 eV

(2)
Density functional theory data (the ωB97M-V functional and the def2-TZVPD basis) for one molecule with the formula C6H10FNO at a distorted geometry.

Last column: Löwdin charge in e.
Positions of all 19 atoms, in Å:
F 3.1850 1.2873 0.1843  0.01
O 2.8890 -1.4338 0.1909  0.10
N 1.9387 0.6487 -0.0928  0.02
C 1.9698 -0.7222 -0.0853  -0.47
C 0.5098 1.2082 0.0125  -0.05
C -0.4733 0.0102 -0.0376  -0.50
C -1.6305 0.0677 -1.1256  -0.03
C 0.5031 -1.1726 -0.2982  -0.03
C -1.1279 0.0374 1.3507  -0.07
H 0.2530 1.8398 0.8908  0.12
H 0.5670 -1.7406 -1.2176  0.13
H 0.4241 -1.9395 0.4685  0.12
H -1.2588 -0.0629 -2.1743  0.09
H 0.4208 1.7850 -0.8908  0.11
H -2.1497 -0.8577 -1.1341  0.06
H -0.3662 -0.1863 2.0769  0.07
H -1.4736 1.1025 1.5599  0.10
H -1.9576 -0.8098 1.3563  0.13
H -2.2227 0.9386 -1.0345  0.06

Orbital gap: 10.349 eV
HOMO: -9.7 eV
Net charge: 0
F_max: 3.3 eV Å⁻¹
Calculated total energy: -12636.3172 eV
Structure (SMILES): CC1(C)CC(=O)N(F)C1

(3)
Density functional theory data (the ωB97M-V functional and the def2-TZVPD basis) for C2H2HgO2 as an isolated structure at a distorted geometry.

Last column: Löwdin charge in e.
Positions of all 7 atoms, in Å:
Hg 1.3605 -1.3914 -0.0468  1.44
O 1.4997 0.5002 0.0706  -0.43
O -0.5897 -1.0532 -0.1133  -0.22
C -1.0014 0.2614 -0.0191  0.03
C 0.0531 1.1330 0.0533  -0.07
H 0.0047 2.2204 0.1131  0.12
H -1.3269 -1.6704 -0.0579  0.14

Orbital gap (alpha / beta): 6.588 / 6.105 eV
HOMO (alpha / beta): -14.3 / -14.0 eV
Net charge: +1
Spin multiplicity: 2
F_max: 6.2 eV Å⁻¹
Calculated total energy: -10360.5869 eV

(4)
Density functional theory data (the ωB97M-V functional and the def2-TZVPD basis) for C31H44CdN4OP2 as an isolated structure at a distorted geometry.

Last column: Löwdin charge in e.
Positions of all 83 atoms, in Å:
Cd -0.2696 -2.9773 3.8600  1.25
P -2.0482 -0.7740 -2.6641  1.09
P 1.4157 -1.2419 -2.7174  1.10
O -0.3876 -1.6163 5.7191  -0.45
N 2.7318 -0.0694 -2.9350  -0.27
N -3.6388 -1.1818 -3.3898  -0.27
N 2.1996 -2.4737 -3.7584  -0.26
N -2.1198 0.9963 -2.9683  -0.25
C 3.6356 0.2548 -1.9182  -0.15
C 1.7789 2.6153 1.7045  -0.10
C -0.2955 -0.9835 6.9456  -0.81
C -1.4026 0.0605 7.0190  -0.07
C 4.6451 1.0544 -2.4364  -0.10
C -5.4093 -2.5615 -3.8718  -0.10
C -0.4506 -1.9458 8.1197  -0.07
C 2.3303 -3.8029 -3.3373  -0.16
C 2.7863 -4.5741 -4.4013  -0.10
C 4.3798 1.2178 -3.8313  -0.08
C -4.2416 -2.4276 -3.1249  -0.17
C 0.2914 3.7449 3.4258  -0.19
C 1.8362 -2.6640 3.6026  -0.29
C -0.1506 0.8961 1.2348  -0.19
C 0.9868 3.8683 2.0295  -0.20
C -1.3018 1.9231 1.3701  -0.23
C -1.7013 2.2500 2.7771  -0.10
C -5.5404 -1.3661 -4.6613  -0.09
C 0.9879 -0.2013 7.2230  -0.07
C 3.1989 0.5379 -4.1010  -0.16
C -0.8703 2.8119 3.6711  -0.10
C -1.0243 -1.1293 -4.2044  -0.40
C 0.3717 -0.5183 -4.1016  -0.41
C 2.9413 -3.6985 -5.5264  -0.09
C -4.4459 -0.5606 -4.3463  -0.14
C -2.0365 3.0721 -3.9192  -0.08
C -2.2656 1.7227 -4.1563  -0.17
C -1.6675 1.9106 -2.0125  -0.15
C -1.6147 3.1849 -2.5596  -0.08
C 2.5731 -2.4253 -5.1043  -0.15
C 1.2772 1.4101 1.3452  -0.11
H 2.2451 -3.5419 3.0669  -0.06
H -2.7557 1.9998 2.9973  0.11
H 0.3203 -2.7214 8.0769  0.08
H 0.3045 4.1675 1.2067  0.10
H -6.3265 -1.1356 -5.3744  0.09
H 2.8794 2.7951 1.6811  0.11
H 0.8569 0.3052 8.1885  0.07
H 2.3593 -2.5103 4.5615  -0.03
H -1.3206 0.7664 6.1890  0.06
H -2.4898 1.2516 -5.0961  0.09
H 2.9934 -5.6361 -4.3797  0.09
H 5.4766 1.4681 -1.8843  0.09
H -4.2028 0.4058 -4.7285  0.07
H 2.5441 -1.5101 -5.6685  0.08
H 1.7133 4.7097 2.0897  0.11
H -0.9871 -2.2247 -4.3278  0.08
H 2.0756 -4.0585 -2.3192  0.09
H -0.2071 0.3951 0.2434  0.08
H 1.0762 3.4517 4.1520  0.11
H -2.3929 -0.3996 6.9803  0.08
H 2.6499 0.4710 -5.0228  0.09
H 1.9579 -1.7617 2.9852  -0.06
H 1.1578 0.5955 6.4931  0.07
H 3.4605 -0.1078 -0.9216  0.08
H -3.7724 -3.1016 -2.4311  0.09
H -1.4533 -2.3816 8.1211  0.07
H 1.8722 -0.8371 7.3300  0.08
H -0.3311 -1.4377 9.0852  0.08
H -1.0800 2.7513 4.7477  0.09
H 3.2898 -3.9579 -6.5158  0.09
H -1.3360 4.0903 -2.0430  0.09
H -1.5303 -0.7053 -5.0829  0.07
H 0.3154 0.5591 -3.8881  0.08
H -2.2062 1.4844 0.9199  0.10
H -1.4176 1.5515 -1.0365  0.04
H -2.1880 3.8817 -4.6221  0.10
H -0.3453 0.0788 1.9736  0.11
H 1.9727 0.5566 1.2389  0.09
H -0.0169 4.7640 3.7226  0.11
H -1.0688 2.8548 0.8407  0.09
H -6.0959 -3.4039 -3.8694  0.09
H 0.8710 -0.6583 -5.0687  0.06
H 4.9728 1.7595 -4.5557  0.09
H -1.3258 0.6389 7.9445  0.08

Orbital gap: 6.109 eV
HOMO: -7.9 eV
Net charge: 0
F_max: 3.5 eV Å⁻¹
Calculated total energy: -64004.9359 eV

(5)
Density functional theory data (the ωB97M-V functional and the def2-TZVPD basis) for a 4-piece molecular cluster, C4H13NO3 overall at a distorted geometry.

Last column: Löwdin charge in e.
Positions of all 21 atoms, in Å:
O 2.7468 2.2680 3.6237  -0.05
O -0.9231 3.2688 3.3099  -0.06
O 0.8858 3.4477 5.3470  -0.06
N 0.0266 -1.6477 -3.5360  0.03
C 0.0319 -3.6170 -2.2508  0.03
C -0.6341 -2.8414 -3.1026  -0.44
C -1.8738 -3.3226 -3.7893  -0.06
C -0.5269 -0.5439 -3.2923  -0.05
H -0.0140 3.4941 3.1128  0.01
H -2.7830 -2.8070 -3.4968  0.07
H 2.6720 3.2184 3.5409  0.01
H 1.8430 2.0051 3.4187  0.02
H -1.5286 3.6517 2.6700  0.04
H 0.9147 4.3307 4.9615  0.04
H 0.9687 -3.3275 -1.7956  0.06
H -1.4410 -0.2837 -2.7491  0.08
H -0.2761 -4.6313 -2.0295  0.06
H -1.8027 -2.9928 -4.8368  0.08
H -0.0076 0.3864 -3.5416  0.07
H -1.8635 -4.3992 -3.9153  0.08
H 0.0427 3.5245 5.8132  0.05

Orbital gap: 9.178 eV
HOMO: -8.9 eV
Net charge: 0
F_max: 2.3 eV Å⁻¹
Calculated total energy: -11989.2400 eV
Structure (SMILES): C=NC(=C)C.O.O.O

(6)
Density functional theory data (the ωB97M-V functional and the def2-TZVPD basis) for one molecule with the formula C4H7F2NS.

Last column: Löwdin charge in e.
Positions of all 15 atoms, in Å:
S -2.3736 -0.6874 0.6041  0.68
F 1.1776 2.4803 0.3471  0.14
F -0.1786 2.0990 1.9831  0.14
N 0.0264 -0.6101 -1.7448  -0.01
C 0.2601 0.3283 0.5129  -0.24
C -0.6747 -0.6078 1.2680  -0.51
C 0.4145 1.5737 0.9234  -0.35
C 0.9812 -0.1814 -0.7087  -0.23
H -1.9811 -1.1192 -0.6345  -0.15
H 1.5733 -1.0579 -0.4240  0.12
H -0.4331 0.2037 -2.1380  0.08
H -0.7765 -0.2877 2.3055  0.07
H 1.7069 0.5697 -1.0692  0.11
H 0.5309 -1.0658 -2.4878  0.07
H -0.2533 -1.6373 1.2628  0.08

Orbital gap: 9.639 eV
HOMO: -8.9 eV
Net charge: 0
F_max: 0.7 eV Å⁻¹
Calculated total energy: -22021.1436 eV
Structure (SMILES): NCC(CS)=C(F)F

(7)
Density functional theory data (the ωB97M-V functional and the def2-TZVPD basis) for C4H7NO as an isolated structure.

Last column: Löwdin charge in e.
Positions of all 13 atoms, in Å:
O 0.6498 2.6226 1.3306  -0.01
N -0.1455 -0.6658 0.1188  -0.27
C 0.0170 0.3569 1.0515  -0.10
C 0.5216 1.6420 0.6198  -0.34
C -1.2577 -0.8249 -0.7953  -0.03
C 1.1581 -0.7587 -0.1842  0.05
H -2.1628 -0.5120 -0.2690  0.10
H -1.1204 -0.1823 -1.6762  0.09
H -0.4112 0.2543 2.0507  0.12
H -1.3562 -1.8657 -1.1194  0.09
H 0.7519 1.6929 -0.4760  0.12
H 1.5070 -0.6298 -1.2147  0.09
H 1.8484 -1.1296 0.5636  0.08

Orbital gap: 8.678 eV
HOMO: -8.6 eV
Net charge: 0
F_max: 0.4 eV Å⁻¹
Calculated total energy: -7795.8044 eV

Please write out number 2 again, unchanged.
Density functional theory data (the ωB97M-V functional and the def2-TZVPD basis) for one molecule with the formula C6H10FNO at a distorted geometry.

Last column: Löwdin charge in e.
Positions of all 19 atoms, in Å:
F 3.1850 1.2873 0.1843  0.01
O 2.8890 -1.4338 0.1909  0.10
N 1.9387 0.6487 -0.0928  0.02
C 1.9698 -0.7222 -0.0853  -0.47
C 0.5098 1.2082 0.0125  -0.05
C -0.4733 0.0102 -0.0376  -0.50
C -1.6305 0.0677 -1.1256  -0.03
C 0.5031 -1.1726 -0.2982  -0.03
C -1.1279 0.0374 1.3507  -0.07
H 0.2530 1.8398 0.8908  0.12
H 0.5670 -1.7406 -1.2176  0.13
H 0.4241 -1.9395 0.4685  0.12
H -1.2588 -0.0629 -2.1743  0.09
H 0.4208 1.7850 -0.8908  0.11
H -2.1497 -0.8577 -1.1341  0.06
H -0.3662 -0.1863 2.0769  0.07
H -1.4736 1.1025 1.5599  0.10
H -1.9576 -0.8098 1.3563  0.13
H -2.2227 0.9386 -1.0345  0.06

Orbital gap: 10.349 eV
HOMO: -9.7 eV
Net charge: 0
F_max: 3.3 eV Å⁻¹
Calculated total energy: -12636.3172 eV
Structure (SMILES): CC1(C)CC(=O)N(F)C1